<w>
The following is a DFT calculation (the ωB97M-V functional and the def2-TZVPD basis) of a cluster of 2 separate species, C6H11N2OS in total.

frontier orbital gap = 8.76 eV
LUMO energy = -3.89 eV
total charge = +1

Bonds (Å) are listed after each position.
Positions of all 21 atoms, in Å:
1 C 2.47 -0.36 -0.97  C2 1.368, N7 1.406, H11 1.100
2 C 3.03 -0.85 0.18  C1 1.368, S10 1.754, H12 1.060
3 C 1.34 0.78 0.65  N7 1.357, S10 1.668, H13 1.087
4 C -1.00 -1.50 0.54  C6 1.364, H14 1.089, H15 1.185
5 C -2.21 0.68 0.44  C6 1.511, O9 1.470, H16 1.136, H17 1.116
6 C -1.34 -0.39 -0.18  C4 1.364, C5 1.511, N8 1.424
7 N 1.48 0.59 -0.69  C1 1.406, C3 1.357, H20 1.001
8 N -1.03 -0.10 -1.54  C6 1.424, H18 1.041, H19 1.026
9 O -1.40 1.70 1.12  C5 1.470, H21 0.968
10 S 2.34 -0.12 1.62  C2 1.754, C3 1.668
11 H 2.97 -0.65 -1.91  C1 1.100
12 H 3.81 -1.53 0.41  C2 1.060
13 H 0.54 1.44 0.98  C3 1.087
14 H -0.29 -2.21 0.13  C4 1.089
15 H -1.17 -1.37 1.71  C4 1.185
16 H -2.65 1.28 -0.42  C5 1.136
17 H -3.07 0.32 1.05  C5 1.116
18 H -1.81 0.54 -1.80  N8 1.041
19 H -1.28 -0.98 -2.00  N8 1.026
20 H 0.90 1.03 -1.38  N7 1.001
21 H -1.63 1.68 2.06  O9 0.968

=====

<x>
The following is a DFT calculation (the ωB97M-V functional and the def2-TZVPD basis) of the ion C6H11N2OS with charge +1.

frontier orbital gap = 8.92 eV
LUMO energy = -3.91 eV
total charge = +1

Bonds (Å) are listed after each position.
Positions of all 21 atoms, in Å:
1 C -1.64 0.42 -0.62  N7 1.396, N8 1.322, S10 1.761
2 C 0.97 -0.57 -0.14  C3 1.641, C5 1.695, H11 1.100, H12 1.036
3 C 0.49 -0.48 1.43  C2 1.641, C4 1.376, C6 1.513
4 C -0.71 -0.59 2.08  C3 1.376, S10 1.816, H13 1.136
5 C 0.84 0.35 -1.56  C2 1.695, N7 1.451, O9 1.321, H14 1.057
6 C 1.69 -0.08 2.27  C3 1.513, H15 1.105, H16 1.122, H17 1.120
7 N -0.58 0.65 -1.49  C1 1.396, C5 1.451, H18 0.961
8 N -2.81 0.82 -1.10  C1 1.322, H19 1.046, H20 1.028
9 O 1.13 -0.33 -2.66  C5 1.321, H21 0.967
10 S -1.99 -0.56 0.80  C1 1.761, C4 1.816
11 H 2.07 -0.50 -0.18  C2 1.100
12 H 0.66 -1.52 -0.42  C2 1.036
13 H -0.95 -0.78 3.18  C4 1.136
14 H 1.48 1.18 -1.44  C5 1.057
15 H 1.68 1.02 2.16  C6 1.105
16 H 1.54 -0.15 3.38  C6 1.122
17 H 2.72 -0.35 1.94  C6 1.120
18 H -0.79 1.02 -2.35  N7 0.961
19 H -2.97 1.14 -2.08  N8 1.046
20 H -3.69 0.55 -0.64  N8 1.028
21 H 0.86 -1.26 -2.56  O9 0.967

=====

Question: which arrangement is favored energetically? Ranking from most to least stable: <w>, <x>.

=====

<w>
The following is a DFT calculation (the ωB97M-V functional and the def2-TZVPD basis) of the molecule CHN3O.

frontier orbital gap = 12.15 eV
LUMO energy = 0.04 eV
total charge = 0
SMILES = c1nnon1

Bonds (Å) are listed after each position.
Positions of all 6 atoms, in Å:
1 C 0.67 0.29 -0.02  N2 1.377, N5 1.305, H6 1.091
2 N -0.52 0.98 0.00  C1 1.377, N3 1.254
3 N -1.44 0.13 -0.01  N2 1.254, O4 1.389
4 O -0.86 -1.13 0.00  N3 1.389, N5 1.355
5 N 0.49 -1.01 -0.01  C1 1.305, O4 1.355
6 H 1.66 0.75 0.03  C1 1.091

=====

<x>
The following is a DFT calculation (the ωB97M-V functional and the def2-TZVPD basis) of the molecule CHN3O.

frontier orbital gap = 11.87 eV
LUMO energy = 0.13 eV
total charge = 0
SMILES = c1nnon1

Bonds (Å) are listed after each position.
Positions of all 6 atoms, in Å:
1 C -0.08 0.76 0.19  N2 1.442, N5 1.238, H6 1.031
2 N 1.04 0.01 -0.31  C1 1.442, N3 1.261
3 N 0.78 -1.22 -0.45  N2 1.261, O4 1.529
4 O -0.71 -1.25 -0.12  N3 1.529, N5 1.285
5 N -1.03 -0.03 0.14  C1 1.238, O4 1.285
6 H 0.01 1.72 0.55  C1 1.031

=====

Question: which arrangement is favored energetically? Ranking from most to least stable: <w>, <x>.

=====

<w>
The following is a DFT calculation (the ωB97M-V functional and the def2-TZVPD basis) of a cluster of 2 separate species, CH9N2O in total.

frontier orbital gap = 11.15 eV
LUMO energy = -3.45 eV
total charge = +1

Bonds (Å) are listed after each position.
Positions of all 13 atoms, in Å:
1 O 1.99 -0.94 -1.22  H2 0.957, H4 0.960
2 H 2.61 -1.57 -0.85  O1 0.957
3 H -1.60 -0.63 -0.57  N5 1.004
4 H 2.12 -0.69 -2.14  O1 0.960
5 N -0.76 -0.08 -0.62  H3 1.004, C6 1.525, H8 1.036, H9 1.066
6 C -0.24 0.68 0.60  N5 1.525, N7 1.443, H10 1.083, H11 1.066
7 N -1.27 0.56 1.61  C6 1.443, H12 1.014, H13 0.984
8 H -0.63 0.34 -1.55  N5 1.036
9 H -0.07 -0.86 -0.85  N5 1.066
10 H -0.13 1.72 0.33  C6 1.083
11 H 0.69 0.25 0.89  C6 1.066
12 H -1.02 -0.10 2.33  N7 1.014
13 H -1.68 1.33 2.05  N7 0.984

=====

<x>
The following is a DFT calculation (the ωB97M-V functional and the def2-TZVPD basis) of a cluster of 2 separate species, CH9N2O in total.

frontier orbital gap = 11.38 eV
LUMO energy = -3.20 eV
total charge = +1

Bonds (Å) are listed after each position.
Positions of all 13 atoms, in Å:
1 O 0.83 -0.49 2.54  H2 0.964, H4 0.955
2 H 1.41 -0.04 3.16  O1 0.964
3 H -0.08 1.44 0.15  N5 1.015
4 H 0.59 -1.33 2.93  O1 0.955
5 N 0.22 0.48 0.10  H3 1.015, C6 1.580, H8 1.013, H9 1.048
6 C -0.74 -0.23 -0.94  N5 1.580, N7 1.394, H10 1.100, H11 1.082
7 N -0.50 0.31 -2.21  C6 1.394, H12 1.009, H13 1.004
8 H 1.13 0.42 -0.34  N5 1.013
9 H 0.23 -0.11 0.97  N5 1.048
10 H -0.35 -1.26 -0.93  C6 1.100
11 H -1.72 -0.18 -0.50  C6 1.082
12 H -1.24 0.85 -2.63  N7 1.009
13 H 0.02 -0.15 -2.93  N7 1.004

=====

Question: which arrangement is favored energetically? Ranking from most to least stable: <x>, <w>.

=====

<w>
The following is a DFT calculation (the ωB97M-V functional and the def2-TZVPD basis) of a cluster of 2 separate species, CH9N2O in total.

frontier orbital gap = 10.37 eV
LUMO energy = -3.62 eV
total charge = +1

Bonds (Å) are listed after each position.
Positions of all 13 atoms, in Å:
1 O 1.91 1.27 -0.67  H2 0.972, H4 1.047
2 H 2.14 1.66 -1.53  O1 0.972
3 H 1.32 -0.50 0.62  N5 1.092
4 H 2.84 1.53 -0.25  O1 1.047
5 N 0.46 -0.75 -0.01  H3 1.092, C6 1.589, H8 1.061, H9 1.040
6 C -0.83 0.09 0.39  N5 1.589, N7 1.502, H10 1.147, H11 1.172
7 N -2.13 -0.63 0.14  C6 1.502, H12 1.003, H13 1.025
8 H 0.24 -1.76 0.24  N5 1.061
9 H 0.71 -0.65 -1.01  N5 1.040
10 H -0.74 1.06 -0.21  C6 1.147
11 H -0.67 0.13 1.55  C6 1.172
12 H -2.38 -1.53 0.50  N7 1.003
13 H -2.85 0.09 0.24  N7 1.025

=====

<x>
The following is a DFT calculation (the ωB97M-V functional and the def2-TZVPD basis) of a cluster of 2 separate species, CH9N2O in total.

frontier orbital gap = 11.00 eV
LUMO energy = -3.42 eV
total charge = +1

Bonds (Å) are listed after each position.
Positions of all 13 atoms, in Å:
1 O -0.72 0.28 2.53  H2 0.967, H4 0.958
2 H -0.31 0.17 3.40  O1 0.967
3 H 0.18 -0.22 0.65  N5 1.041
4 H -1.55 -0.18 2.64  O1 0.958
5 N 0.93 -0.47 -0.02  H3 1.041, C6 1.537, H8 1.029, H9 1.033
6 C 0.30 -0.45 -1.42  N5 1.537, N7 1.390, H10 1.090, H11 1.089
7 N -0.44 0.71 -1.69  C6 1.390, H12 0.997, H13 1.005
8 H 1.19 -1.43 0.25  N5 1.029
9 H 1.73 0.06 0.36  N5 1.033
10 H -0.41 -1.27 -1.51  C6 1.090
11 H 1.08 -0.63 -2.15  C6 1.089
12 H -0.15 1.40 -2.34  N7 0.997
13 H -1.38 0.80 -1.36  N7 1.005

=====

Question: which arrangement is favored energetically? Ranking from most to least stable: <x>, <w>.

=====

<w>
The following is a DFT calculation (the ωB97M-V functional and the def2-TZVPD basis) of the ion C4H6NO3 with charge -1.

frontier orbital gap = 7.79 eV
LUMO energy = 3.70 eV
total charge = -1
SMILES = O=CCCNC(=O)[O-]

Bonds (Å) are listed after each position.
Positions of all 14 atoms, in Å:
1 O 3.31 0.16 0.15  C2 1.253
2 C 2.13 0.36 0.51  O1 1.253, C3 1.521, H9 1.078
3 C 0.84 -0.44 0.61  C2 1.521, C4 1.534, H10 1.055, H11 1.027
4 C 0.15 -0.05 -0.71  C3 1.534, N5 1.352, H12 1.118, H13 1.066
5 N -1.17 -0.35 -0.73  C4 1.352, C6 1.484, H14 1.033
6 C -2.21 0.31 0.09  N5 1.484, O7 1.243, O8 1.232
7 O -3.37 0.10 -0.30  C6 1.243
8 O -1.83 0.77 1.17  C6 1.232
9 H 1.74 1.31 0.83  C2 1.078
10 H 0.34 -0.11 1.48  C3 1.055
11 H 0.88 -1.46 0.50  C3 1.027
12 H 0.20 1.06 -0.86  C4 1.118
13 H 0.64 -0.55 -1.52  C4 1.066
14 H -1.65 -1.12 -1.22  N5 1.033

=====

<x>
The following is a DFT calculation (the ωB97M-V functional and the def2-TZVPD basis) of the ion C4H6NO3 with charge -1.

frontier orbital gap = 8.13 eV
LUMO energy = 3.93 eV
total charge = -1
SMILES = N[C@H](CC=O)C(=O)[O-]

Bonds (Å) are listed after each position.
Positions of all 14 atoms, in Å:
1 N -0.21 1.85 0.16  C2 1.470, H9 1.015, H10 1.022
2 C 0.12 0.43 0.37  N1 1.470, C3 1.532, C6 1.554, H11 1.091
3 C 0.09 -0.27 -1.00  C2 1.532, C4 1.492, H12 1.093, H13 1.092
4 C 1.07 -1.39 -1.06  C3 1.492, O5 1.213, H14 1.104
5 O 1.18 -2.23 -1.93  C4 1.213
6 C -0.83 -0.29 1.37  C2 1.554, O7 1.246, O8 1.253
7 O -0.30 -0.70 2.42  C6 1.246
8 O -2.02 -0.34 0.98  C6 1.253
9 H -0.13 2.31 1.07  N1 1.015
10 H -1.19 1.94 -0.11  N1 1.022
11 H 1.14 0.43 0.75  C2 1.091
12 H 0.30 0.50 -1.74  C3 1.093
13 H -0.91 -0.68 -1.12  C3 1.092
14 H 1.68 -1.56 -0.15  C4 1.104

=====

Question: which arrangement is favored energetically? Ranking from most to least stable: <x>, <w>.

=====

<w>
The following is a DFT calculation (the ωB97M-V functional and the def2-TZVPD basis) of a cluster of 2 separate species, C3H7N4 in total.

frontier orbital gap = 8.05 eV
LUMO energy = -5.48 eV
total charge = +1

Bonds (Å) are listed after each position.
Positions of all 14 atoms, in Å:
1 C 1.80 -0.50 0.99  N6 1.290, N7 1.321, H8 1.176
2 C -1.79 0.37 -0.14  C3 1.335, H9 1.089, H10 1.184
3 C -1.86 -0.93 0.18  C2 1.335, H11 1.042, H12 1.126
4 N 2.40 -2.93 -1.37  N5 1.121
5 N 2.13 -2.04 -0.73  N4 1.121, N6 1.222
6 N 1.95 -0.95 -0.21  C1 1.290, N5 1.222
7 N 1.68 0.81 1.08  C1 1.321, H13 1.081, H14 1.070
8 H 1.86 -1.26 1.89  C1 1.176
9 H -1.22 0.98 0.55  C2 1.089
10 H -2.31 0.92 -1.05  C2 1.184
11 H -2.47 -1.62 -0.30  C3 1.042
12 H -1.42 -1.05 1.21  C3 1.126
13 H 1.55 1.17 2.09  N7 1.081
14 H 1.89 1.49 0.28  N7 1.070

=====

<x>
The following is a DFT calculation (the ωB97M-V functional and the def2-TZVPD basis) of the ion C3H7N4 with charge +1.

frontier orbital gap (spin up / spin down) = 7.35 / 7.55 eV
LUMO energy (spin up / spin down) = -6.41 / -6.36 eV
total charge = +1
SMILES = C=C(C)/N=N/N=[NH2+]

Bonds (Å) are listed after each position.
Positions of all 14 atoms, in Å:
1 C -1.61 -1.44 0.06  C2 1.362, H8 1.041, H9 1.055
2 C -1.21 -0.14 0.00  C1 1.362, C3 1.525, N4 1.356
3 C -2.13 1.08 -0.03  C2 1.525, H10 1.035, H11 1.051, H12 1.049
4 N 0.10 0.11 -0.27  C2 1.356, N5 1.190
5 N 1.25 0.19 -0.01  N4 1.190, N6 1.216
6 N 2.38 0.01 -0.42  N5 1.216, N7 1.386
7 N 3.63 0.18 0.15  N6 1.386, H13 1.031, H14 1.023
8 H -0.96 -2.24 -0.08  C1 1.041
9 H -2.62 -1.68 0.25  C1 1.055
10 H -1.66 1.89 0.40  C3 1.035
11 H -2.51 1.06 -1.01  C3 1.051
12 H -2.93 1.08 0.65  C3 1.049
13 H 3.86 -0.62 0.76  N7 1.031
14 H 4.39 0.51 -0.45  N7 1.023

=====

Question: which arrangement is favored energetically? Ranking from most to least stable: <w>, <x>.